Record 1
24
Properties=species:S:1:pos:R:3:forces:R:3 method="wB97M-V/def2-TZVPD" smiles="CNC(C)=O.CNC(C)=O" relative_energy_ev=1.2840 total_energy_ha=-497.01034 orbital_gap_ev=10.2 charge=0
C 0.2131 -1.8248 1.6722 -0.4 1.4 -0.7
N 1.3446 -0.8675 1.7202 -1.6 -0.7 1.7
C 1.6642 -0.1855 0.6161 0.5 -0.8 -0.5
C 2.5224 0.9989 0.8388 2.1 0.5 1.8
O 1.3771 -0.6115 -0.5017 -0.3 0.7 0.4
H 0.6580 -2.6950 1.2259 -0.6 -0.9 -0.1
H -0.2240 -1.9869 2.6779 0.6 0.0 -0.6
H -0.6020 -1.3407 1.0367 1.1 -1.0 0.8
H 1.5597 -0.5725 2.6645 0.2 0.5 -0.6
H 3.6033 0.6846 1.0244 -1.2 0.2 -1.0
H 2.4204 1.7035 0.0428 0.3 0.3 -0.6
H 2.3832 1.5312 1.8023 -0.7 -0.3 -0.5
C -1.4646 -1.3069 -1.9132 -0.7 0.0 -1.4
N -1.6826 0.1168 -1.7440 0.2 0.1 1.2
C -1.6843 0.7438 -0.5212 1.3 0.5 -1.0
C -1.1634 2.1724 -0.6160 -0.7 -0.1 -1.6
O -1.8966 0.2174 0.5474 -0.2 -0.4 0.2
H -1.1861 -1.8723 -1.0400 -0.6 0.4 0.7
H -2.3758 -1.6701 -2.4057 0.4 -0.7 0.3
H -0.6052 -1.5058 -2.5545 -0.1 0.4 -0.3
H -1.8056 0.7100 -2.5538 0.5 -0.4 0.2
H -0.8308 2.4099 -1.6456 -0.4 -0.1 0.4
H -1.9412 2.8600 -0.3433 -0.2 0.5 0.4
H -0.2837 2.2912 -0.0302 0.5 0.0 0.9

---

Record 2
74
Properties=species:S:1:pos:R:3:forces:R:3 method="wB97M-V/def2-TZVPD" relative_energy_ev=0.4974 total_energy_ha=-2278.75224 orbital_gap_ev=6.9 charge=-1
Zr -0.0720 0.3077 0.3620 -0.2 0.2 -0.3
N -4.0344 -0.9694 3.3946 0.0 0.1 0.0
C -2.9091 -0.1491 3.3179 0.1 -0.1 0.0
S -1.8918 -0.0918 4.7040 0.0 0.0 -0.1
N -2.7896 0.4432 2.1561 0.2 -0.1 0.1
N -1.5857 1.1276 1.9433 -0.2 0.1 -0.1
C -1.4563 2.2409 2.5600 0.1 0.0 0.1
C -0.2921 3.1132 2.4644 -0.1 0.0 0.1
C -0.3987 4.4425 2.8794 0.0 0.0 0.0
C 0.6925 5.2884 2.8644 0.0 0.0 0.0
C 1.9294 4.7838 2.4541 0.0 0.0 0.0
C 2.0664 3.4663 2.0685 0.0 0.1 0.0
C 0.9568 2.6084 2.0550 0.1 -0.2 0.1
O 1.0865 1.3477 1.7039 0.0 0.1 -0.1
H -4.3675 -1.0875 4.3365 0.0 0.0 0.0
H -4.7378 -0.7574 2.7015 0.0 0.0 0.0
H -2.2745 2.5478 3.2103 0.0 0.1 0.0
H -1.3642 4.8010 3.2206 0.0 0.0 0.0
H 0.5942 6.3198 3.1764 0.0 0.0 0.0
H 2.7976 5.4323 2.4394 0.0 0.0 0.0
H 3.0195 3.0657 1.7496 0.0 0.0 0.0
C -3.0791 2.0062 -0.4549 0.0 -0.1 0.0
N -1.7849 1.6989 -1.0766 0.1 -0.2 0.1
C -2.0518 0.8628 -2.2614 0.0 0.1 0.0
C -1.1519 2.9537 -1.5172 0.0 0.0 0.0
C 0.3284 2.8039 -1.7463 0.0 0.1 0.0
C 0.9823 3.7101 -2.5816 -0.1 0.0 0.0
C 2.3586 3.6656 -2.7119 0.1 -0.1 0.0
C 3.0766 2.7139 -1.9918 -0.1 0.0 0.0
C 2.4076 1.8208 -1.1669 0.0 0.0 -0.1
C 1.0120 1.8235 -1.0271 0.0 0.0 0.0
H -3.7389 2.4935 -1.1864 0.0 0.0 0.0
H -2.9396 2.6727 0.3930 0.0 0.0 0.0
H -3.5311 1.0873 -0.0893 0.0 0.0 0.0
H -2.7621 1.3856 -2.9171 0.0 0.0 0.0
H -2.4684 -0.0894 -1.9426 0.0 0.0 0.0
H -1.1271 0.6759 -2.7984 0.0 0.0 0.0
H -1.3197 3.6993 -0.7334 0.0 0.0 0.0
H -1.6643 3.3168 -2.4210 0.0 0.1 0.0
H 0.4099 4.4558 -3.1267 0.0 0.0 0.0
H 2.8699 4.3659 -3.3622 0.0 0.0 0.0
H 4.1574 2.6731 -2.0745 0.0 0.0 0.0
H 2.9967 1.0980 -0.6099 0.0 0.0 0.0
C 0.4385 -3.1730 3.2952 0.0 0.0 0.0
C -0.0307 -2.4447 2.0660 -0.2 -0.1 -0.1
O 0.1731 -1.2348 2.0216 0.2 0.1 0.0
C -0.7360 -3.1642 1.0014 0.0 -0.1 0.2
C -0.7432 -4.5677 0.9839 0.0 0.0 0.0
C -1.4511 -5.2765 0.0411 0.0 0.1 0.0
C -2.2071 -4.5679 -0.9033 0.0 0.0 0.0
C -2.2389 -3.1955 -0.9022 0.0 -0.1 0.0
C -1.4920 -2.4501 0.0366 -0.1 0.2 0.2
O -1.5473 -1.1516 0.0102 0.0 -0.1 -0.1
H 0.8585 -2.4418 3.9792 0.0 0.0 0.0
H 1.1927 -3.9197 3.0367 0.0 0.0 0.0
H -0.3993 -3.6796 3.7744 0.0 0.0 0.0
H -0.1720 -5.1037 1.7307 0.0 0.0 0.0
H -1.4321 -6.3578 0.0344 0.0 0.0 0.0
H -2.7777 -5.1115 -1.6480 0.0 0.0 0.0
H -2.8221 -2.6423 -1.6268 0.0 0.0 0.0
O 0.3237 -0.7963 -1.8896 0.0 -0.1 -0.1
C 1.3235 -1.3077 -1.3588 0.0 0.1 0.1
O 1.6316 -1.0217 -0.1509 0.0 0.0 0.0
C 2.1860 -2.2770 -2.0993 0.0 0.0 0.0
C 3.2960 -2.8388 -1.4809 0.0 0.0 0.0
C 4.0900 -3.7419 -2.1718 0.0 0.0 0.0
C 3.7727 -4.0830 -3.4799 0.0 0.0 0.0
C 2.6625 -3.5220 -4.0973 0.0 0.0 0.0
C 1.8685 -2.6191 -3.4078 0.0 0.0 0.0
H 3.5209 -2.5571 -0.4610 0.0 0.0 0.0
H 4.9555 -4.1805 -1.6914 0.0 0.0 0.0
H 4.3924 -4.7888 -4.0196 0.0 0.0 0.0
H 2.4166 -3.7903 -5.1172 0.0 0.0 0.0
H 0.9971 -2.1682 -3.8636 0.0 0.0 0.0

---

Record 3
16
Properties=species:S:1:pos:R:3:forces:R:3 method="wB97M-V/def2-TZVPD" relative_energy_ev=0.0000 total_energy_ha=-1298.39899 orbital_gap_ev=8.5 charge=-1
C -0.2569 -0.6785 1.3558 -3.0 -1.7 -0.4
C -0.1718 -1.1280 -1.2899 -2.1 2.1 3.5
C -0.9675 -0.1407 0.1127 1.8 -0.5 -2.1
N 0.9686 -0.2288 1.4662 0.5 0.3 -0.8
N 1.0584 -0.7057 -1.3391 2.3 -0.4 -1.9
O -1.2499 2.0817 -1.2778 0.6 0.3 1.0
O -0.8045 -1.5306 2.0739 0.8 1.1 -0.3
O -0.7386 -1.9770 -1.8826 -0.8 -0.7 -0.8
O 0.9402 1.5585 -0.3019 0.3 1.5 -0.5
O -0.7946 2.1924 1.2189 -0.6 0.6 -0.4
S -0.5356 1.6370 -0.0892 0.1 -0.8 -0.4
I -3.0237 -0.1739 0.0048 -0.7 -0.8 0.2
H 1.3386 0.3977 0.7148 -0.2 -0.1 2.0
H 1.3914 -0.5330 2.2822 1.5 -0.4 1.5
H 1.3556 0.1318 -0.7919 -0.6 -0.5 -1.5
H 1.4902 -0.9028 -2.2569 0.0 0.1 1.0

---

Record 4
9
Properties=species:S:1:pos:R:3:forces:R:3 method="wB97M-V/def2-TZVPD" smiles="O=c1nncnnn1" relative_energy_ev=2.8165 total_energy_ha=-425.67446 orbital_gap_ev=8.3 charge=0
O 1.1569 0.0441 1.8271 -0.1 -0.2 0.4
C 0.6778 -0.3707 0.8341 -0.2 0.7 -1.1
N -0.5277 -1.1990 0.7052 -0.3 1.1 -1.0
N -1.4625 -0.6622 0.0531 0.2 -0.6 0.4
C -1.4163 0.6211 -0.5390 2.2 -0.1 -0.1
N -0.4044 1.1762 -1.1625 -1.6 -0.4 0.8
N 0.7436 0.4847 -1.3700 1.0 -1.2 1.1
N 1.3000 -0.2251 -0.4866 -1.0 0.6 -0.6
H -2.3669 1.1230 -0.5624 -0.2 0.2 0.0

---

Record 5
53
Properties=species:S:1:pos:R:3:forces:R:3 method="wB97M-V/def2-TZVPD" relative_energy_ev=5.6676 total_energy_ha=-1284.16654 orbital_gap_ev=4.5 charge=0
C -3.8661 1.1732 3.9570 0.0 0.1 0.1
C -3.4397 -0.1324 3.3285 0.0 0.1 -0.1
O -3.8614 -0.1518 1.9569 0.6 -0.9 0.4
C -3.3754 -1.2960 1.3067 0.2 0.3 -0.3
N -3.7181 -1.2307 0.0080 -0.3 0.6 1.1
C -3.6867 -2.2522 -0.8491 0.3 -0.1 0.1
C -4.4866 -1.8613 -2.0751 -0.2 -0.1 -0.5
O -3.1248 -3.3595 -0.7617 0.0 0.2 -0.1
O -2.7251 -2.1125 1.9625 -0.1 -0.1 -0.4
H -3.5285 1.2152 4.9941 0.0 -0.1 0.0
H -3.4135 2.0237 3.4410 -0.2 -0.1 -0.1
H -4.9537 1.2803 3.9696 0.1 0.0 -0.2
H -2.3468 -0.2371 3.3558 -0.2 0.0 0.1
H -3.8792 -0.9882 3.8624 0.2 0.2 -0.1
H -4.9581 -0.8877 -1.9225 0.2 -0.2 -0.1
H -3.8436 -1.8251 -2.9534 0.1 0.0 -0.1
H -5.2548 -2.6048 -2.2771 0.0 -0.2 0.0
C 4.3452 -4.1184 -7.1547 -0.2 0.3 0.3
O 3.7855 -2.8696 -6.6889 -0.2 -0.3 0.7
C 3.1775 -2.8278 -5.4721 -0.1 -0.1 0.3
C 2.6314 -1.5740 -5.0718 0.4 -0.6 -0.5
C 1.9597 -1.4617 -3.8774 -0.2 -0.2 0.3
C 1.7870 -2.5717 -3.0015 0.7 0.0 -0.6
C 1.0187 -2.4358 -1.7996 -0.4 -0.4 0.9
C 0.9720 -3.4180 -0.8103 0.8 0.1 -0.1
C -0.0468 -3.6583 0.1122 0.1 0.1 0.2
C -0.0662 -4.8217 0.9545 0.4 -0.3 0.0
C -1.1236 -5.0325 1.8798 -0.2 0.1 0.0
C -1.1799 -6.1607 2.6708 0.7 -0.8 0.0
C -0.1654 -7.1638 2.5752 -0.2 0.4 -0.1
O -0.2948 -8.2525 3.3749 0.4 0.3 -0.5
C 0.7068 -9.3003 3.3309 -0.3 0.4 -0.1
C 0.9070 -6.9734 1.6658 0.0 0.0 0.1
C 0.9519 -5.8218 0.8931 -0.4 0.0 0.2
C 2.3751 -3.8104 -3.4009 -0.2 0.4 0.2
C 3.0623 -3.9474 -4.5968 0.2 0.4 -0.5
H 4.7565 -3.8999 -8.1416 -0.1 0.0 0.2
H 5.1447 -4.4597 -6.4835 -0.2 0.1 -0.2
H 3.5652 -4.8871 -7.2384 0.2 0.2 0.0
H 2.7639 -0.7236 -5.7451 -0.1 -0.3 0.3
H 1.5450 -0.4960 -3.5861 0.1 -0.2 -0.1
H 0.4508 -1.5109 -1.6330 -0.1 -0.5 -0.4
H 1.8467 -4.0742 -0.7450 -0.5 0.0 -0.5
H -0.8950 -2.9748 0.1629 -0.2 -0.2 0.1
H -1.9011 -4.2706 1.9619 0.1 0.0 -0.1
H -1.9870 -6.3270 3.3828 0.2 0.1 -0.2
H 0.3805 -10.0367 4.0681 0.1 0.2 -0.2
H 0.7458 -9.7655 2.3358 0.0 0.2 0.2
H 1.6963 -8.9104 3.6084 -0.3 -0.1 -0.1
H 1.7008 -7.7244 1.5673 -0.4 0.4 0.1
H 1.7959 -5.6903 0.2219 -0.2 -0.2 0.1
H 2.2630 -4.6797 -2.7479 0.0 0.3 -0.3
H 3.5188 -4.9065 -4.8757 -0.4 0.5 0.2